Molecular formula: C38H104N4O12
Method: DFT, the ωB97M-V functional and the def2-TZVPD basis

The geometry in XYZ format:
```
158
Properties=species:S:1:pos:R:3:forces:R:3
C -1.60069 4.41167 4.37536 1.00 -0.62 -0.01
O -0.22870 3.90098 4.49818 -1.85 0.65 0.36
C -0.12624 2.49426 4.35703 1.14 0.79 0.05
C 1.36709 2.03089 4.55862 -0.78 -0.97 -2.10
C 2.34005 2.51163 3.43446 -0.28 0.97 0.16
N 1.26655 0.56111 4.40618 0.34 -0.24 0.69
H -1.64638 5.45784 4.67793 0.49 0.02 -0.38
H -2.35922 3.93666 4.99753 0.38 -0.62 0.47
H -1.95573 4.24702 3.35805 0.12 0.33 -0.29
H -0.80548 1.94376 5.00794 0.10 0.13 0.81
H -0.48901 2.16835 3.38220 0.38 0.10 -0.68
H 1.79147 2.28982 5.52865 -0.34 0.01 0.07
H 1.97163 2.33099 2.42463 -0.39 -0.29 0.07
H 3.36143 2.13101 3.43165 -0.17 -0.68 0.57
H 2.52076 3.58576 3.47545 -0.39 0.25 0.20
H 1.01867 0.29958 3.46264 0.39 0.23 -0.60
H 0.45224 0.22845 4.90251 -0.04 -0.08 0.66
C -4.13702 3.22652 1.52537 0.23 -0.97 -0.40
O -4.40165 1.87806 2.00643 0.68 1.41 0.40
C -3.86417 1.70694 3.32251 -0.41 -0.91 0.36
C -4.08938 0.24855 3.76085 -0.04 -0.93 0.31
C -5.50122 -0.38421 3.64103 0.01 0.65 0.14
N -3.64882 -0.02821 5.16440 0.62 0.86 -0.85
H -4.14245 3.92345 2.36343 -0.53 0.24 -0.25
H -4.76969 3.44045 0.66394 -0.91 0.09 0.66
H -3.18895 3.34961 1.00181 0.77 -0.56 0.52
H -2.81326 1.99055 3.37937 0.30 -0.40 -0.34
H -4.31004 2.35103 4.08043 -0.70 0.43 -0.13
H -3.43398 -0.39359 3.17245 0.16 0.21 -0.32
H -6.06586 -0.09943 4.52883 -0.06 -0.09 0.16
H -5.30400 -1.45555 3.67891 -0.41 -0.08 -0.04
H -6.17427 -0.14933 2.81645 0.51 0.07 -0.38
H -4.22888 0.46520 5.82787 -0.20 0.10 0.06
H -3.79622 -1.01402 5.32735 0.07 -0.12 0.11
C 5.23541 2.70023 0.21374 -0.97 0.54 -0.23
O 4.75464 2.40099 -1.09939 0.59 -0.06 -0.08
C 3.57729 3.11268 -1.44395 0.50 -0.24 0.17
C 2.85938 2.56351 -2.69900 0.69 0.84 0.38
C 3.65632 2.62065 -4.02316 -0.03 -0.74 0.78
N 1.65391 3.33972 -2.85045 -0.60 0.00 -0.74
H 6.30265 2.51248 0.33137 -0.20 -0.51 -0.28
H 4.59711 2.18939 0.93466 0.31 -0.47 0.26
H 5.10325 3.75234 0.46612 0.01 0.41 -0.30
H 2.90138 3.10777 -0.58883 -0.50 -0.44 0.12
H 3.79307 4.17731 -1.53395 0.23 0.30 -0.53
H 2.55730 1.53608 -2.49589 0.25 -0.28 -0.02
H 4.10950 3.58955 -4.23281 -0.07 0.07 0.19
H 3.00799 2.34482 -4.85484 -0.18 0.10 -0.02
H 4.43458 1.85814 -3.99170 0.23 0.17 0.00
H 1.25168 3.70325 -1.99831 0.17 -0.01 -0.03
H 1.76524 4.10780 -3.49679 0.10 0.12 0.09
C -3.01780 0.38757 -1.50852 -0.51 0.90 1.31
O -4.40344 0.42221 -1.24305 -1.89 -0.66 0.23
C -4.90571 -0.47539 -0.18810 -0.54 0.64 -0.88
C -6.49533 -0.37257 -0.01828 1.29 -0.40 -1.31
C -7.25994 -0.69913 -1.31637 0.12 0.22 0.24
N -6.92573 0.95684 0.40832 0.20 0.20 -0.33
H -2.78416 1.03435 -2.35421 -0.27 -0.52 -0.45
H -2.63197 -0.62966 -1.57545 0.18 0.04 -0.19
H -2.59114 0.95115 -0.67880 0.85 -0.44 0.38
H -4.61398 -1.48637 -0.47256 -0.03 -0.26 0.13
H -4.46060 -0.19448 0.76640 0.21 -0.04 0.03
H -6.84112 -1.14622 0.66728 0.49 0.13 0.58
H -7.00681 0.07012 -2.04595 -0.31 -0.04 -0.20
H -8.32157 -0.70878 -1.06947 -0.08 0.42 -0.17
H -7.08713 -1.67446 -1.77129 0.53 -0.05 0.24
H -6.23481 1.39715 0.99896 0.20 -0.45 0.84
H -6.77075 1.53063 -0.40829 -0.51 0.24 -0.56
C -1.70597 0.21259 -5.40170 0.32 0.51 0.12
C -0.42411 1.03737 -5.20320 0.64 0.75 -0.50
C -0.18263 2.00318 -6.38797 -0.16 -0.73 -0.48
O -0.35271 1.77940 -3.97532 -1.57 -1.09 -0.49
H -2.56570 0.84592 -5.18293 -0.12 -0.11 0.15
H -1.75585 -0.72195 -4.84292 0.05 0.27 0.37
H -1.79045 -0.08465 -6.44699 0.12 0.12 -0.10
H 0.46064 0.40072 -5.20380 -0.06 -0.61 -0.12
H -0.91432 2.79892 -6.52772 0.08 0.21 0.64
H -0.25503 1.46377 -7.33237 0.09 -0.37 -0.08
H 0.84476 2.36661 -6.36606 -0.12 0.43 0.21
H 0.56015 2.03347 -3.82120 0.30 0.61 0.33
C -0.26158 -5.39313 3.83647 -0.52 -1.63 -0.26
C -0.08729 -4.21018 4.71359 0.32 0.40 -0.87
C 1.07713 -3.35858 4.26777 0.78 0.89 0.27
O -1.29493 -3.46265 4.50230 0.35 0.28 0.53
H -0.59376 -5.09248 2.84281 -0.11 0.14 0.12
H -1.02910 -6.01320 4.29964 -0.29 -0.11 -0.29
H 0.57578 -6.07248 3.67703 0.41 0.34 0.35
H -0.01744 -4.49437 5.76357 0.16 -0.01 0.13
H 2.07056 -3.74358 4.49793 -0.08 -0.54 -0.08
H 1.10598 -2.38881 4.76458 -0.29 0.21 0.31
H 1.04849 -3.09121 3.21146 -0.19 -0.35 -0.14
H -1.02150 -2.59999 4.82269 -0.63 0.49 -0.01
C -0.70492 -2.77054 -2.77019 0.28 0.01 1.05
C -1.10017 -3.86377 -3.73893 0.56 -0.03 -0.78
C -0.22660 -3.70243 -4.98844 -1.00 0.06 -0.93
O -0.94267 -5.15107 -3.15981 -0.38 0.22 -0.28
H -1.16463 -2.82169 -1.78320 -0.72 -0.13 -0.18
H -0.79497 -1.75026 -3.14305 -0.04 -0.10 -0.17
H 0.32936 -2.94713 -2.47491 0.40 0.14 -0.39
H -2.12658 -3.80224 -4.10057 -0.20 0.07 0.43
H -0.60437 -4.23486 -5.86131 0.01 -0.98 0.31
H 0.82235 -3.96323 -4.84775 0.03 0.36 0.09
H -0.41536 -2.71431 -5.40807 0.78 0.63 0.49
H -0.03286 -5.18748 -2.85563 0.13 -0.18 0.49
C -0.11085 3.67423 0.16880 -1.16 0.10 0.03
C -0.15722 5.16962 -0.09076 -0.89 -0.51 2.05
C 0.07462 6.02377 1.17746 -0.04 0.19 -0.54
O 0.84307 5.46005 -0.97820 1.39 0.85 -1.62
H 0.80530 3.33679 0.65346 0.00 0.10 -0.05
H -0.32270 3.10487 -0.73622 0.44 0.11 -0.25
H -0.97403 3.41266 0.78084 0.16 -0.04 0.52
H -1.09224 5.45914 -0.57034 -0.52 -0.29 0.25
H 1.14144 5.97953 1.39668 -0.05 -0.29 0.36
H -0.54067 5.80653 2.05056 0.10 -0.32 -0.09
H -0.10407 7.06899 0.92512 -0.13 0.17 -0.07
H 0.57885 6.30063 -1.35928 0.54 0.18 -0.35
C 3.67094 -5.39869 -0.55960 -0.21 -0.44 0.82
C 2.17733 -5.61269 -0.36150 -0.07 1.19 0.06
C 1.55507 -4.86913 0.86079 0.27 -0.96 -1.67
O 1.54823 -5.09178 -1.54152 -0.68 -0.05 0.06
H 3.92185 -4.33879 -0.60161 -0.08 0.01 0.10
H 4.01763 -5.86854 -1.48001 0.00 -0.11 -0.03
H 4.17179 -5.87913 0.28088 0.40 0.14 -0.03
H 1.93575 -6.66535 -0.21441 0.08 -0.24 -0.31
H 1.91416 -5.39177 1.74735 0.05 0.60 0.21
H 0.47885 -5.02044 0.77736 -0.05 0.03 0.16
H 1.74566 -3.79904 0.77906 0.27 -0.05 0.45
H 2.05031 -5.36911 -2.31133 0.26 -0.10 0.01
C -0.80002 -1.45309 0.97820 -0.02 -0.10 -0.49
C 0.53810 -0.89869 0.44666 -0.70 1.10 -0.76
C 0.39095 0.29612 -0.58216 -0.35 -0.02 1.06
O 1.27207 -0.39974 1.57358 -0.79 -0.49 0.05
H -1.46717 -1.68416 0.14776 0.02 0.22 -0.21
H -1.35248 -0.78853 1.64246 0.26 0.34 -0.01
H -0.71853 -2.41146 1.49102 0.49 0.05 0.23
H 1.01638 -1.71322 -0.09730 0.52 -0.18 0.31
H -0.20626 1.07008 -0.10005 0.12 0.04 0.29
H -0.10878 0.19422 -1.54548 0.06 -0.87 -0.05
H 1.36857 0.73582 -0.77969 0.17 -0.11 0.08
H 2.22002 -0.29972 1.45964 0.41 -0.21 -0.52
C 3.25377 -2.54905 -3.06793 -0.31 0.79 -0.42
C 3.34395 -1.42863 -4.11114 -0.08 -0.16 -0.12
O 4.22786 -1.87320 -5.12168 0.62 -0.41 -0.29
H 2.80732 -3.39824 -3.58528 0.22 -0.21 0.15
H 2.58114 -2.28089 -2.25322 -0.01 0.08 0.02
H 4.22776 -2.79791 -2.64660 0.01 -0.03 -0.18
H 3.68154 -0.45720 -3.74998 0.07 -0.03 0.56
H 2.38070 -1.26032 -4.59273 -0.46 -0.02 0.31
H 4.40514 -1.16043 -5.73985 -0.06 0.05 0.00
C 5.57188 -1.02785 -0.02092 -0.10 -0.29 0.23
C 5.62461 -0.59354 1.42867 -0.06 0.79 0.45
O 4.27114 -0.37883 1.93831 0.86 -0.34 -0.59
H 4.90679 -0.39840 -0.61215 -0.18 0.01 0.17
H 5.24422 -2.06715 -0.04522 -0.19 0.01 -0.26
H 6.53737 -0.97885 -0.52444 0.17 0.02 0.29
H 6.20699 0.31809 1.56233 -0.24 0.47 -0.34
H 6.19325 -1.26414 2.07291 -0.38 -0.69 -0.10
H 4.30509 -0.41405 2.89706 -0.11 0.02 0.16
```
Positions in Å, forces in eV/Å.

Calculated values
max |F| = 2.44 eV/A
structure (SMILES) = COC[C@H](C)N.COC[C@H](C)N.COC[C@H](C)N.COC[C@H](C)N.CC(C)O.CC(C)O.CC(C)O.CC(C)O.CC(C)O.CC(C)O.CCO.CCO
E_LUMO = 0.0179 Ha
E = -71618.37326 eV
total charge = 0
HOMO level = -0.3333 Ha
ΔE to the lowest compared entry with this formula, charge and spin = 43.7 kcal per mole